# 1
{
  "formula": "C14H36AgN2O5",
  "method": "the ωB97M-V functional and the def2-TZVPD basis",
  "elements": ["Ag", "C", "C", "O", "H", "H", "H", "H", "H", "C", "C", "O", "H", "H", "H", "H", "H", "C", "O", "C", "C", "N", "C", "C", "O", "C", "H", "H", "H", "H", "H", "H", "H", "H", "H", "H", "H", "H", "H", "H", "H", "C", "C", "C", "O", "C", "N", "H", "H", "H", "H", "H", "H", "H", "H", "H", "H", "H"],
  "positions_angstrom": [[7.49241, -3.94208, -7.78625], [3.86533, -0.05738, -5.09895], [4.87132, 0.47750, -6.05641], [5.76438, -0.32750, -6.74924], [3.05362, 0.61544, -4.82231], [4.27253, -0.44963, -4.16705], [3.26420, -0.85701, -5.53177], [5.33306, 1.31147, -5.52783], [4.23654, 0.91372, -6.82768], [10.85459, -3.49275, -12.88467], [11.32165, -3.17290, -11.48332], [10.22596, -2.71100, -10.72178], [10.64211, -2.61120, -13.48950], [9.89222, -3.99401, -12.78130], [11.53727, -4.05566, -13.52120], [12.01829, -2.34035, -11.58160], [11.86239, -4.05009, -11.12802], [8.71448, -7.62458, -8.87997], [7.56677, -6.84213, -9.12072], [6.37767, -7.55610, -9.48795], [5.45118, -6.62099, -10.26364], [5.17042, -5.30417, -9.63517], [3.89520, -5.34992, -8.99361], [3.95017, -6.20728, -7.63712], [5.02976, -5.69881, -6.81960], [4.79582, -5.89537, -5.47588], [8.50775, -8.44421, -8.19179], [9.59778, -7.12106, -8.48712], [9.05192, -8.16765, -9.76276], [5.91092, -7.78489, -8.52988], [6.60278, -8.50334, -9.97800], [4.55281, -7.18422, -10.51622], [5.90277, -6.42087, -11.23530], [5.06961, -4.70270, -10.44027], [3.04569, -5.72190, -9.56637], [3.68847, -4.33225, -8.66235], [3.99296, -7.29207, -7.73474], [2.99157, -5.94013, -7.19236], [4.74248, -6.94513, -5.18734], [3.81397, -5.52222, -5.18465], [5.43256, -5.33413, -4.79202], [10.13059, -3.52649, -2.73984], [10.93997, -4.27973, -3.80907], [12.03412, -5.15792, -3.09509], [12.64880, -5.94086, -4.07820], [13.26576, -7.16815, -3.67219], [10.06278, -5.20467, -4.46211], [9.32511, -2.92206, -3.15697], [10.79428, -2.87995, -2.16572], [9.66886, -4.10037, -1.93638], [11.39903, -3.56925, -4.49652], [11.54343, -5.84549, -2.40620], [12.73296, -4.52726, -2.54556], [12.52782, -7.68309, -3.05706], [14.11485, -6.94365, -3.02665], [13.65746, -7.78935, -4.47766], [10.72248, -5.92983, -4.70504], [9.70208, -5.72943, -3.67814]],
  "forces_ev_per_a": [[0.000, -0.487, -0.740], [-1.199, -2.065, 0.794], [0.027, 0.528, -0.173], [-0.846, 0.309, 0.962], [0.513, 0.776, -0.086], [0.219, 0.046, -0.016], [0.289, -0.450, -0.219], [0.749, 0.316, -0.501], [0.265, 0.466, -0.764], [-0.564, -0.001, -0.916], [-1.781, 1.239, 0.123], [0.812, -0.797, 0.081], [-0.078, 0.413, 0.277], [0.028, -0.387, -0.146], [0.230, -0.467, 0.187], [0.751, 0.140, 0.221], [0.146, -0.283, 0.643], [-0.036, -1.516, -0.140], [0.480, 0.627, -0.346], [0.385, 1.029, 1.479], [1.104, -0.239, -0.685], [0.210, -1.364, -1.164], [0.235, -0.513, 2.893], [0.077, 2.024, -0.887], [-0.133, 0.001, -1.377], [-1.288, -0.117, 1.573], [-0.286, -0.009, 0.518], [-0.553, 0.791, -0.081], [-0.038, 0.260, -0.542], [-0.248, -0.405, 0.066], [-0.015, 0.153, -0.451], [-0.410, -0.006, 0.246], [0.283, 0.036, 0.017], [0.228, 0.521, 0.100], [-0.001, -0.143, -0.377], [-0.325, 0.022, 0.037], [0.207, 0.007, -0.221], [-0.086, -0.221, 0.484], [0.499, -0.289, -0.031], [-0.493, 0.205, -0.183], [0.735, -0.173, -0.571], [0.614, 0.763, 0.320], [0.257, -0.187, 2.320], [-0.282, 0.666, -0.340], [0.868, -0.514, -1.405], [-0.280, 1.064, 1.221], [-0.225, -1.002, -0.466], [0.172, 0.049, -0.239], [0.082, 0.419, -0.208], [0.008, -0.821, -0.348], [0.018, -0.138, -0.095], [-0.325, 0.111, 0.471], [0.321, -0.023, 0.084], [0.047, -0.579, -0.062], [0.180, 0.010, 0.152], [-0.565, 0.436, -0.356], [0.197, -0.312, -1.540], [-1.181, 0.085, 0.407]],
  "s_squared": 0.75,
  "e_lumo_ev": [-1.477, -1.796],
  "multiplicity": 2,
  "total_charge": 0,
  "e_above_lowest_kcal_mol": 0.0,
  "homo_ha": [-0.189, -0.191]
}

***

# 2
{
  "formula": "C14H36ClIInOP3",
  "method": "the ωB97M-V functional and the def2-TZVPD basis",
  "elements": ["C", "C", "H", "H", "H", "O", "I", "In", "P", "C", "C", "H", "H", "H", "H", "H", "H", "C", "H", "H", "H", "P", "C", "C", "H", "H", "H", "C", "H", "H", "H", "H", "H", "H", "Cl", "C", "C", "P", "C", "C", "C", "C", "H", "H", "H", "H", "H", "H", "H", "H", "H", "H", "H", "H", "H", "H", "H"],
  "positions_angstrom": [[0.58699, -1.33865, -2.74489], [0.04299, -1.48261, -1.37019], [1.65659, -1.63718, -2.79019], [0.45162, -0.30341, -3.05911], [0.05536, -1.91588, -3.49943], [0.63027, -0.87331, -0.48287], [-2.03869, 0.11639, 0.42457], [-2.59189, 0.39404, -3.26582], [-1.40064, -2.78289, -1.20011], [-1.04887, -3.20055, 0.52077], [-3.20886, -3.12675, -1.35589], [-3.29567, -4.20185, -1.09444], [-1.29250, -5.08785, -1.82503], [-3.61622, -2.95034, -2.36739], [-0.94238, -4.05492, -3.23061], [-1.64623, -2.51210, 1.13116], [-3.76946, -2.52545, -0.62879], [-0.74462, -4.19672, -2.16078], [-1.35456, -4.23955, 0.66688], [0.32949, -4.33030, -1.99488], [0.01722, -3.07230, 0.74179], [-0.74426, 2.40945, -2.37786], [0.02966, 3.25410, -0.92283], [0.50229, 2.69757, -3.69189], [-2.71600, 3.20881, -3.61512], [-1.66635, 4.57020, -3.04722], [-2.72000, 3.71335, -1.88187], [-2.09881, 3.59794, -2.78336], [0.14887, 2.26985, -4.64761], [0.70006, 3.77288, -3.82600], [0.19849, 4.32047, -1.14059], [1.00180, 2.74672, -0.76658], [1.43178, 2.18848, -3.36589], [-0.64848, 3.12437, -0.05385], [-4.04752, -0.53726, -4.90974], [2.24416, -1.94560, 3.32563], [1.25333, -0.82221, 3.69373], [0.50597, 0.03461, 2.24113], [-0.27859, 1.55722, 2.94421], [0.45807, 2.33316, 4.04411], [2.08994, 0.74091, 1.51334], [3.16912, 1.27411, 2.43912], [1.79258, -2.71184, 2.68363], [2.56000, -2.41842, 4.27015], [3.15541, -1.59903, 2.81790], [0.40122, -1.26237, 4.23631], [1.70979, -0.09840, 4.38299], [-0.43153, 2.23906, 2.08714], [-1.30583, 1.30895, 3.28263], [1.05311, 3.16663, 3.62404], [-0.31704, 2.77089, 4.68845], [1.10384, 1.72895, 4.71096], [2.51144, -0.07497, 0.90233], [1.78901, 1.52805, 0.80751], [3.26474, 0.68200, 3.35286], [4.11855, 1.22779, 1.89506], [2.96121, 2.32575, 2.67238]],
  "forces_ev_per_a": [[0.140, -0.564, -1.217], [1.989, 2.272, 0.425], [-0.603, 0.420, 0.126], [0.413, 0.207, 0.223], [-0.053, -0.283, 0.034], [-1.860, -2.582, -1.784], [-0.640, 0.384, -0.025], [-0.192, -0.206, 0.248], [0.713, -1.712, 1.616], [-0.286, -0.154, 0.069], [-0.344, 0.906, -0.240], [0.219, 0.589, -0.182], [0.245, 0.227, -0.075], [0.286, -0.124, 0.401], [0.097, -0.106, 0.194], [0.267, -0.468, 0.059], [0.194, -0.120, -0.194], [0.024, 0.399, -0.158], [0.051, 0.100, 0.209], [-0.189, -0.005, -0.059], [-0.304, -0.080, -0.051], [0.037, 1.625, -0.419], [-0.110, -0.941, 0.139], [0.083, -0.465, -0.018], [0.188, 0.443, 0.287], [-0.166, -0.187, -0.025], [0.040, -0.022, -0.356], [0.006, -0.411, 0.126], [0.298, 0.197, 0.365], [-0.095, -0.356, 0.114], [-0.159, -0.375, -0.067], [-0.530, 0.375, 0.197], [-0.394, 0.281, -0.395], [0.591, 0.135, -0.431], [0.402, 0.210, 0.443], [0.117, 0.020, 0.300], [-0.776, -1.138, 0.026], [1.439, 2.115, 1.092], [-0.671, 0.055, -0.108], [0.165, 0.295, 0.473], [-0.677, -0.815, -1.280], [-0.055, 0.332, 0.197], [-0.010, 0.127, 0.220], [-0.075, 0.020, -0.468], [-0.324, 0.096, 0.169], [0.285, 0.062, 0.011], [-0.204, -0.084, -0.440], [0.031, -0.433, 0.218], [0.587, -0.103, -0.178], [-0.236, -0.539, 0.280], [0.351, 0.031, -0.118], [-0.374, 0.359, -0.484], [-0.207, 0.285, 0.143], [0.013, -0.297, 0.084], [0.157, 0.314, -0.151], [-0.109, 0.059, 0.206], [0.216, -0.370, 0.227]],
  "e_lumo_ev": [-8.690, -8.001],
  "total_charge": 2,
  "e_above_lowest_kcal_mol": 0.0,
  "homo_ha": [-0.512, -0.518]
}

***

Number 2 is which compound?
C14H36ClIInOP3